Record 1
Computed, not measured: a cluster of 3 separate species, C9H11FN3O5S in total at a distorted geometry, with the ωB97M-V functional and the def2-TZVPD basis.

Properties
* largest force on an atom: 1.117 eV/Å
* total charge: -1
* frontier orbital gap: 8.56 eV
* molecular weight: 292.27 g/mol
* highest occupied orbital energy: -5.84 eV
* lowest unoccupied orbital energy: 2.72 eV
* 2S+1: 1

Geometry as XYZ:
```
30
Properties=species:S:1:pos:R:3:nbo_charge:R:1
S -0.85 2.21 -2.87 2.5051
F -1.61 1.40 -1.76 -0.5000
O -0.97 1.39 -4.04 -0.9431
O -2.39 5.54 -2.18 -0.6843
O -3.00 3.29 -3.70 -0.5343
O 0.44 2.51 -2.35 -0.9134
O -1.42 4.02 -0.83 -0.7431
N -1.73 3.55 -3.09 -0.5097
N 1.03 1.56 0.42 -0.4888
N 0.59 -3.43 1.44 -0.5034
C -0.22 -3.73 0.38 -0.0744
C 2.05 0.35 1.98 -0.3233
C -0.87 -4.89 0.68 -0.3024
C 1.98 2.36 0.98 -0.0543
C -1.87 4.51 -1.87 0.8719
C 0.46 -4.38 2.41 -0.0783
C -0.44 -5.31 1.96 -0.3165
C 2.64 1.65 1.95 -0.3319
C 1.06 0.34 1.02 -0.0881
H 2.11 3.37 0.63 0.2192
H 0.38 -0.44 0.72 0.1985
H -0.26 -3.09 -0.48 0.2170
H -0.76 -6.19 2.50 0.2142
H 1.19 -2.62 1.50 0.4202
H 1.02 -4.32 3.33 0.2065
H 2.31 -0.47 2.63 0.1986
H 0.41 1.84 -0.32 0.4521
H -1.58 -5.39 0.04 0.2151
H -3.15 2.34 -3.65 0.4617
H 3.44 2.01 2.57 0.2092
```

***

Record 2
Computed, not measured: a cluster of 2 separate species, C21H25N2O2 in total at a distorted geometry, with the ωB97M-V functional and the def2-TZVPD basis.

Properties
* largest force on an atom: 1.432 eV/Å
* total charge: +1
* frontier orbital gap: 5.25 eV
* molecular weight: 337.44 g/mol
* highest occupied orbital energy: -10.62 eV
* lowest unoccupied orbital energy: -5.36 eV
* relative energy (zero: lowest compared OMol25 entry of this formula, charge and spin): 285.2 kJ/mol
* 2S+1: 1

Geometry as XYZ:
```
50
Properties=species:S:1:pos:R:3:nbo_charge:R:1
O -0.05 -1.58 2.60 -0.5069
O 3.28 0.36 0.02 -0.4902
N 1.09 0.58 1.62 -0.4207
N 0.57 2.65 1.52 -0.4081
C -4.49 0.26 -0.76 -0.2570
C -3.99 -1.57 -2.29 -0.2345
C -3.23 0.80 -0.99 -0.0001
C 0.01 -0.03 -2.89 -0.7322
C -0.89 -2.64 3.08 -0.2505
C -2.30 0.18 -1.87 -0.2544
C 0.56 2.32 2.86 -0.0980
C 1.43 -3.13 1.38 -0.3249
C 0.80 1.58 0.70 0.0865
C 1.01 -1.85 1.79 0.3146
C 2.70 -0.81 0.39 0.3174
C 4.50 0.34 -0.75 -0.2538
C -4.88 -0.93 -1.40 -0.0699
C 3.13 -2.09 -0.03 -0.3341
C -0.69 2.15 -1.91 -0.7381
C 0.37 4.01 1.12 -0.3968
C 1.62 -0.70 1.27 0.0868
C -2.73 -1.04 -2.51 -0.0690
C -1.01 0.72 -2.11 0.5161
C 0.88 1.01 2.93 -0.0527
C 2.48 -3.22 0.46 -0.1660
H -0.31 -3.35 3.69 0.1883
H 0.35 3.02 3.65 0.2272
H -1.31 2.65 -1.16 0.2393
H 4.82 1.38 -0.83 0.2096
H -2.95 1.73 -0.50 0.2196
H 0.93 -4.02 1.78 0.2285
H -5.18 0.77 -0.08 0.2448
H 1.09 4.66 1.64 0.2160
H -4.29 -2.49 -2.80 0.2462
H -0.14 0.14 -3.96 0.2845
H -0.62 4.36 1.41 0.1985
H 1.02 0.31 -2.65 0.2730
H 2.79 -4.20 0.12 0.2247
H 3.96 -2.19 -0.74 0.2306
H 0.50 4.14 0.04 0.2155
H 5.28 -0.26 -0.25 0.1900
H 0.35 2.27 -1.59 0.3033
H 4.31 -0.08 -1.75 0.1744
H -0.05 -1.11 -2.72 0.2512
H -2.06 -1.52 -3.22 0.2283
H -1.36 -3.17 2.24 0.1795
H -0.83 2.70 -2.85 0.2786
H 1.01 0.37 3.78 0.2369
H -1.63 -2.14 3.69 0.2072
H -5.85 -1.36 -1.21 0.2408
```

***

What did the second record say?
Computed, not measured: a cluster of 2 separate species, C21H25N2O2 in total at a distorted geometry, with the ωB97M-V functional and the def2-TZVPD basis.

Properties
* largest force on an atom: 1.432 eV/Å
* total charge: +1
* frontier orbital gap: 5.25 eV
* molecular weight: 337.44 g/mol
* highest occupied orbital energy: -10.62 eV
* lowest unoccupied orbital energy: -5.36 eV
* relative energy (zero: lowest compared OMol25 entry of this formula, charge and spin): 285.2 kJ/mol
* 2S+1: 1

Geometry as XYZ:
```
50
Properties=species:S:1:pos:R:3:nbo_charge:R:1
O -0.05 -1.58 2.60 -0.5069
O 3.28 0.36 0.02 -0.4902
N 1.09 0.58 1.62 -0.4207
N 0.57 2.65 1.52 -0.4081
C -4.49 0.26 -0.76 -0.2570
C -3.99 -1.57 -2.29 -0.2345
C -3.23 0.80 -0.99 -0.0001
C 0.01 -0.03 -2.89 -0.7322
C -0.89 -2.64 3.08 -0.2505
C -2.30 0.18 -1.87 -0.2544
C 0.56 2.32 2.86 -0.0980
C 1.43 -3.13 1.38 -0.3249
C 0.80 1.58 0.70 0.0865
C 1.01 -1.85 1.79 0.3146
C 2.70 -0.81 0.39 0.3174
C 4.50 0.34 -0.75 -0.2538
C -4.88 -0.93 -1.40 -0.0699
C 3.13 -2.09 -0.03 -0.3341
C -0.69 2.15 -1.91 -0.7381
C 0.37 4.01 1.12 -0.3968
C 1.62 -0.70 1.27 0.0868
C -2.73 -1.04 -2.51 -0.0690
C -1.01 0.72 -2.11 0.5161
C 0.88 1.01 2.93 -0.0527
C 2.48 -3.22 0.46 -0.1660
H -0.31 -3.35 3.69 0.1883
H 0.35 3.02 3.65 0.2272
H -1.31 2.65 -1.16 0.2393
H 4.82 1.38 -0.83 0.2096
H -2.95 1.73 -0.50 0.2196
H 0.93 -4.02 1.78 0.2285
H -5.18 0.77 -0.08 0.2448
H 1.09 4.66 1.64 0.2160
H -4.29 -2.49 -2.80 0.2462
H -0.14 0.14 -3.96 0.2845
H -0.62 4.36 1.41 0.1985
H 1.02 0.31 -2.65 0.2730
H 2.79 -4.20 0.12 0.2247
H 3.96 -2.19 -0.74 0.2306
H 0.50 4.14 0.04 0.2155
H 5.28 -0.26 -0.25 0.1900
H 0.35 2.27 -1.59 0.3033
H 4.31 -0.08 -1.75 0.1744
H -0.05 -1.11 -2.72 0.2512
H -2.06 -1.52 -3.22 0.2283
H -1.36 -3.17 2.24 0.1795
H -0.83 2.70 -2.85 0.2786
H 1.01 0.37 3.78 0.2369
H -1.63 -2.14 3.69 0.2072
H -5.85 -1.36 -1.21 0.2408
```